ORCA calculation (ωB97M-V with the def2-TZVPD basis set) on a molecular structure, C29H37BrClGaN5O2.

Last column: Löwdin charge in e.
Geometry (Å):
Ga (0.24, -0.03, -0.01)  0.836
O (2.52, -0.16, -0.16)  -0.144
C (3.08, -0.11, 1.14)  -0.219
C (3.20, -1.50, 1.70)  -0.122
C (1.84, -2.18, 1.52)  -0.115
C (0.76, -1.48, 2.26)  -0.201
C (0.43, -1.80, 3.57)  0.060
C (-0.61, -1.13, 4.20)  0.037
C (-1.29, -0.13, 3.50)  0.005
C (-0.89, 0.16, 2.22)  -0.128
N (0.10, -0.50, 1.61)  -0.026
H (3.09, -0.64, -0.77)  0.148
H (2.37, 0.48, 1.73)  0.118
H (4.04, 0.42, 1.14)  0.148
H (3.50, -1.43, 2.74)  0.141
H (3.96, -2.08, 1.18)  0.142
H (1.92, -3.22, 1.85)  0.147
H (1.56, -2.19, 0.46)  0.102
H (0.97, -2.58, 4.09)  0.148
H (-0.89, -1.39, 5.21)  0.139
H (-2.12, 0.40, 3.95)  0.096
H (-1.37, 0.94, 1.64)  0.071
Br (-1.00, 5.62, 0.83)  0.829
C (0.12, 4.46, -0.16)  -0.639
C (1.05, 4.94, -1.08)  -0.040
C (1.81, 4.02, -1.77)  0.010
C (1.62, 2.66, -1.55)  -0.084
N (0.74, 2.23, -0.66)  0.001
C (0.00, 3.10, 0.03)  -0.196
H (1.17, 6.00, -1.25)  0.132
H (2.55, 4.34, -2.49)  0.135
H (2.18, 1.92, -2.10)  0.129
H (-0.70, 2.69, 0.74)  0.071
C (-6.80, -0.46, 2.63)  -0.033
C (-6.21, 0.85, 3.17)  -0.491
C (-4.87, 0.60, 3.87)  -0.032
C (-7.20, 1.41, 4.21)  -0.024
C (-6.10, 1.89, 1.97)  -0.426
O (-7.39, 2.22, 1.52)  0.015
C (-5.42, 3.24, 2.37)  -0.074
C (-3.92, 3.34, 2.68)  -0.118
C (-3.49, 3.68, 4.07)  -0.133
C (-4.33, 4.28, 5.04)  0.036
C (-3.87, 4.55, 6.30)  -0.008
C (-2.53, 4.27, 6.64)  -0.587
Cl (-1.96, 4.60, 8.19)  0.946
C (-1.66, 3.72, 5.67)  -0.031
C (-2.13, 3.44, 4.42)  0.001
C (-5.54, 1.30, 0.63)  -0.007
N (-4.25, 0.63, 0.53)  -0.057
C (-3.09, 1.11, 0.11)  -0.111
N (-2.17, 0.15, 0.13)  -0.028
C (-2.86, -0.95, 0.57)  -0.164
N (-4.11, -0.68, 0.82)  0.162
H (-7.05, -1.10, 3.47)  0.102
H (-6.10, -1.01, 2.01)  0.061
H (-7.71, -0.27, 2.07)  0.103
H (-4.98, -0.26, 4.52)  0.107
H (-4.58, 1.46, 4.48)  0.075
H (-4.07, 0.36, 3.17)  0.045
H (-7.18, 0.76, 5.08)  0.104
H (-8.22, 1.40, 3.83)  0.101
H (-6.94, 2.41, 4.55)  0.076
H (-7.90, 2.68, 2.20)  0.117
H (-5.99, 3.64, 3.21)  0.093
H (-5.65, 3.89, 1.53)  0.136
H (-3.50, 4.15, 2.06)  0.115
H (-3.39, 2.44, 2.38)  0.090
H (-5.35, 4.54, 4.80)  0.131
H (-4.52, 5.00, 7.03)  0.140
H (-0.62, 3.53, 5.93)  0.130
H (-1.45, 3.05, 3.67)  0.116
H (-5.54, 2.12, -0.08)  0.150
H (-6.29, 0.58, 0.30)  0.147
H (-2.93, 2.12, -0.24)  0.152
H (-2.43, -1.93, 0.69)  0.141

Calculated values
E_LUMO (spin up / spin down) in eV: -9.3 / -11.9
Charge: +3
HOMO level (spin up / spin down) in eV: -17.088 / -16.056